1.
A molecular structure, C23H41IMoP2 in a non-equilibrium geometry. Source: the Open Molecules 2025 dataset; level of theory: the ωB97M-V functional and the def2-TZVPD basis.

Cartesian coordinates (Å):
1 Mo 0.33 -0.09 2.01
2 C -1.45 -0.57 3.58
3 C -1.07 -1.67 2.71
4 C 0.78 -1.07 4.02
5 C -0.33 -0.24 4.40
6 C 0.33 -1.98 2.98
7 C -2.84 -0.08 3.82
8 H -3.46 -0.20 2.92
9 H -2.84 0.97 4.11
10 H -3.33 -0.64 4.63
11 C -0.36 0.67 5.58
12 H -1.17 1.42 5.47
13 H 0.59 1.20 5.70
14 H -0.55 0.12 6.52
15 C 2.02 -1.27 4.83
16 H 1.83 -1.94 5.68
17 H 2.38 -0.31 5.23
18 H 2.80 -1.72 4.21
19 C 1.14 -3.07 2.38
20 H 1.14 -3.96 3.02
21 H 2.18 -2.75 2.24
22 H 0.74 -3.35 1.39
23 C -2.01 -2.54 1.94
24 H -2.25 -3.44 2.53
25 H -1.55 -2.86 1.00
26 H -2.94 -2.01 1.73
27 C -0.68 2.08 0.83
28 C -1.80 1.30 0.94
29 C -2.27 0.28 -0.04
30 C -1.21 -0.50 -0.90
31 C 0.06 -1.03 -0.34
32 C 1.25 -0.31 -0.26
33 C 1.43 1.13 -0.59
34 C 0.23 2.14 -0.36
35 H -2.94 0.78 -0.78
36 H -0.98 0.18 -1.74
37 H -2.92 -0.44 0.47
38 H -0.43 2.10 -1.26
39 H -0.48 2.80 1.64
40 H -2.44 1.44 1.84
41 H 0.69 3.14 -0.37
42 H 2.31 1.53 -0.07
43 H 2.17 -0.86 0.00
44 H 1.68 1.24 -1.66
45 H -1.77 -1.34 -1.36
46 H 0.12 -2.11 -0.18
47 P -0.43 1.52 -3.31
48 C -0.56 3.32 -3.66
49 C -1.60 0.84 -4.52
50 P 1.89 -0.47 -3.61
51 C 1.21 1.20 -4.09
52 C 1.22 -1.38 -5.06
53 C 3.50 -0.15 -4.46
54 H 0.30 3.86 -3.23
55 H -1.50 3.69 -3.22
56 H -0.58 3.45 -4.75
57 H -1.49 1.38 -5.47
58 H -2.61 1.02 -4.13
59 H -1.46 -0.23 -4.69
60 H 3.34 0.18 -5.49
61 H 4.08 -1.07 -4.49
62 H 4.07 0.62 -3.93
63 H 1.91 2.00 -3.80
64 H 1.06 1.25 -5.20
65 H 1.78 -2.32 -5.16
66 H 1.36 -0.82 -5.99
67 H 0.16 -1.63 -4.95
68 I 2.22 1.55 2.82

Calculated values
E_HOMO (alpha / beta) = -13.1 / -13.1 eV
LUMO (alpha / beta) = -0.333 / -0.305 Eh
<S²> = 2.07
net charge = +2
orbital gap (alpha / beta) = 4.1 / 4.9 eV
spin multiplicity = 3
ΔE to the lowest compared entry with this formula, charge and spin = 0.000 eV
E = -53033.53592 eV



2.
A gas-phase ion, C4H8N3S (charge +1) in a non-equilibrium geometry. Source: the Open Molecules 2025 dataset; level of theory: the ωB97M-V functional and the def2-TZVPD basis.

Cartesian coordinates (Å):
1 C 0.34 0.38 -1.49
2 C -1.64 0.85 -0.35
3 C -0.48 -1.18 0.01
4 C 1.90 -0.21 1.38
5 N 0.50 -0.79 -0.93
6 N -0.77 1.14 -1.36
7 N -1.63 -0.36 0.23
8 S 0.52 -1.40 1.53
9 H 1.26 0.66 -2.17
10 H -2.44 1.49 0.00
11 H -0.81 -2.27 -0.22
12 H 2.72 -0.51 2.05
13 H 1.49 0.66 1.90
14 H 2.18 0.09 0.27
15 H -0.89 2.07 -1.80
16 H -2.26 -0.62 0.94

Calculated values
E_HOMO = -12.6 eV
LUMO = -0.190 Eh
SMILES = CS[C@@H]1N=CNC=[NH+]1
net charge = +1
orbital gap = 7.5 eV
ΔE to the lowest compared entry with this formula, charge and spin = 2.323 eV
E = -19574.93179 eV



3.
A single C5H7N molecule in a non-equilibrium geometry. Source: the Open Molecules 2025 dataset; level of theory: the ωB97M-V functional and the def2-TZVPD basis.

Cartesian coordinates (Å):
1 C -0.28 -0.05 1.84
2 N -0.37 -0.44 0.43
3 C 0.81 -1.28 -0.33
4 C 0.51 0.16 -0.58
5 C -0.10 0.64 -1.81
6 C -0.57 1.04 -2.84
7 H -0.93 0.80 2.09
8 H 0.76 0.22 2.06
9 H -0.55 -0.91 2.46
10 H 1.59 -1.33 0.44
11 H -0.99 -1.15 0.12
12 H 1.12 0.93 -0.10
13 H -1.00 1.37 -3.76

Calculated values
E_HOMO = -7.9 eV
LUMO = 0.033 Eh
net charge = 0
orbital gap = 8.8 eV
ΔE to the lowest compared entry with this formula, charge and spin = 5.743 eV
E = -6782.76947 eV



4.
7 unconnected molecules or ions with the total composition C36H42F8N10O16S8 in a non-equilibrium geometry. Source: the Open Molecules 2025 dataset; level of theory: the ωB97M-V functional and the def2-TZVPD basis.

Cartesian coordinates (Å):
1 C 6.07 -13.93 -16.90
2 N 6.33 -14.75 -15.71
3 C 7.41 -15.56 -15.57
4 C 7.64 -16.36 -14.45
5 C 6.65 -16.43 -13.48
6 C 5.57 -15.51 -13.53
7 C 5.40 -14.75 -14.69
8 C 6.78 -17.41 -12.44
9 C 5.72 -18.24 -12.29
10 C 5.79 -19.26 -11.31
11 N 6.94 -19.51 -10.66
12 C 7.93 -18.58 -10.76
13 C 7.92 -17.57 -11.66
14 C 7.07 -20.73 -9.77
15 H 5.97 -12.91 -16.53
16 H 5.12 -14.24 -17.33
17 H 6.80 -14.02 -17.69
18 H 8.01 -15.54 -16.47
19 H 8.54 -16.95 -14.37
20 H 4.76 -15.49 -12.82
21 H 4.66 -13.98 -14.86
22 H 4.86 -18.25 -12.95
23 H 5.07 -20.06 -11.34
24 H 8.88 -18.78 -10.28
25 H 8.75 -16.93 -11.94
26 H 7.58 -20.54 -8.83
27 H 7.75 -21.43 -10.26
28 H 6.12 -21.25 -9.69
29 C 3.56 -11.95 -24.02
30 N 3.16 -13.00 -23.11
31 C 1.90 -13.42 -23.22
32 C 1.54 -14.61 -22.62
33 C 2.37 -15.24 -21.73
34 C 3.62 -14.61 -21.43
35 C 4.03 -13.52 -22.18
36 C 1.97 -16.54 -21.06
37 C 0.62 -17.02 -20.96
38 C 0.31 -18.21 -20.23
39 N 1.37 -18.85 -19.59
40 C 2.64 -18.43 -19.69
41 C 2.97 -17.37 -20.47
42 C 1.06 -20.15 -18.92
43 H 2.80 -11.85 -24.79
44 H 4.56 -12.15 -24.38
45 H 3.56 -11.01 -23.46
46 H 1.17 -12.85 -23.79
47 H 0.56 -14.98 -22.86
48 H 4.29 -15.09 -20.73
49 H 4.98 -13.02 -22.22
50 H -0.09 -16.32 -21.38
51 H -0.72 -18.52 -20.28
52 H 3.40 -19.11 -19.35
53 H 3.98 -16.98 -20.44
54 H 1.91 -20.51 -18.33
55 H 0.72 -20.79 -19.74
56 H 0.26 -20.07 -18.19
57 C 4.62 -21.93 -13.72
58 N 3.88 -22.68 -14.79
59 C 3.22 -23.85 -14.49
60 C 2.58 -24.55 -15.49
61 C 2.59 -24.05 -16.77
62 C 3.29 -22.91 -16.99
63 C 4.04 -22.26 -16.08
64 C 1.81 -24.77 -17.83
65 C 0.85 -24.00 -18.47
66 C 0.01 -24.63 -19.41
67 N 0.26 -25.92 -19.86
68 C 1.35 -26.59 -19.38
69 C 2.07 -26.04 -18.32
70 C -0.77 -26.56 -20.75
71 H 4.39 -22.44 -12.78
72 H 4.31 -20.89 -13.70
73 H 5.68 -22.13 -13.91
74 H 3.27 -24.08 -13.44
75 H 2.16 -25.53 -15.32
76 H 3.40 -22.35 -17.92
77 H 4.57 -21.33 -16.19
78 H 0.67 -23.00 -18.11
79 H -0.85 -24.15 -19.84
80 H 1.56 -27.53 -19.87
81 H 2.97 -26.54 -17.98
82 H -1.65 -25.98 -20.48
83 H -0.92 -27.62 -20.55
84 H -0.57 -26.33 -21.79
85 N 3.02 -21.06 -10.82
86 S 2.03 -20.46 -12.02
87 O 0.90 -19.76 -11.50
88 O 1.93 -21.18 -13.30
89 F 2.96 -19.30 -12.44
90 S 2.34 -22.29 -10.50
91 O 2.63 -23.35 -11.47
92 O 1.13 -22.13 -9.77
93 F 3.44 -22.69 -9.39
94 N 3.56 -19.44 -16.83
95 S 4.70 -18.23 -16.89
96 O 5.83 -18.51 -16.01
97 O 4.40 -16.91 -17.47
98 F 5.47 -18.79 -18.18
99 S 2.49 -18.56 -16.21
100 O 1.49 -18.07 -17.08
101 O 2.78 -17.99 -14.89
102 F 1.53 -19.80 -15.68
103 N -1.99 -22.49 -14.51
104 S -0.86 -23.18 -13.80
105 O -0.37 -22.60 -12.59
106 O 0.09 -23.97 -14.61
107 F -1.78 -24.29 -13.09
108 S -1.05 -21.39 -15.35
109 O 0.03 -21.80 -16.23
110 O -0.92 -20.06 -14.83
111 F -2.19 -21.11 -16.46
112 N 8.49 -15.34 -19.05
113 S 7.69 -16.06 -20.07
114 O 8.29 -16.45 -21.32
115 O 6.30 -15.63 -20.00
116 F 7.64 -17.48 -19.32
117 S 8.49 -13.73 -19.67
118 O 7.22 -13.02 -19.73
119 O 9.59 -13.38 -20.55
120 F 9.08 -13.16 -18.26

Calculated values
E_HOMO = -12.0 eV
LUMO = -0.246 Eh
net charge = +2
orbital gap = 5.3 eV
ΔE to the lowest compared entry with this formula, charge and spin = 6.870 eV
E = -194070.26111 eV



5.
A molecular structure, C18H26ClN5O4SiY. Source: the Open Molecules 2025 dataset; level of theory: the ωB97M-V functional and the def2-TZVPD basis.

Cartesian coordinates (Å):
1 Y -0.30 0.26 0.09
2 C -1.70 -0.14 3.84
3 C -0.22 0.11 3.72
4 C 0.62 0.11 4.81
5 C 1.99 0.32 4.58
6 C 2.47 0.53 3.32
7 C 1.56 0.54 2.23
8 N 0.24 0.32 2.48
9 N 1.85 0.73 0.93
10 Si 3.32 1.12 0.17
11 C 4.54 -0.32 0.20
12 C 2.88 1.49 -1.62
13 C 4.16 2.64 0.89
14 H -2.01 -0.17 4.88
15 H -1.95 -1.09 3.37
16 H -2.26 0.64 3.32
17 H 0.23 -0.06 5.80
18 H 2.68 0.32 5.42
19 H 3.52 0.68 3.14
20 H 4.08 -1.21 -0.23
21 H 4.83 -0.56 1.23
22 H 5.45 -0.10 -0.36
23 H 2.40 0.62 -2.08
24 H 3.75 1.76 -2.21
25 H 2.18 2.33 -1.65
26 H 4.48 2.49 1.92
27 H 3.47 3.48 0.87
28 H 5.04 2.91 0.30
29 C -2.71 2.16 -2.75
30 C -1.20 2.17 -2.54
31 C -0.45 2.66 -3.77
32 O -0.79 0.81 -2.23
33 C -0.89 3.06 -1.31
34 O -0.87 4.27 -1.45
35 O -0.73 2.40 -0.21
36 H -2.95 1.55 -3.63
37 H -3.06 3.17 -2.91
38 H -3.22 1.74 -1.89
39 H -0.73 2.07 -4.64
40 H 0.63 2.60 -3.61
41 H -0.71 3.70 -3.95
42 H -0.13 0.50 -2.85
43 Cl 0.74 -2.50 0.53
44 C 0.66 -1.67 -1.14
45 H 0.02 -2.34 -1.73
46 H 1.68 -1.77 -1.52
47 N -2.62 -2.77 1.22
48 C -3.10 -1.60 0.70
49 O -2.27 -0.68 0.46
50 C -4.48 -1.46 0.47
51 C -4.98 -0.25 -0.06
52 N -5.41 0.74 -0.50
53 C -5.35 -2.54 0.73
54 N -6.03 -3.46 0.92
55 H -3.23 -3.57 1.27
56 H -1.63 -2.92 1.15

Calculated values
E_HOMO = -5.3 eV
LUMO = 0.092 Eh
net charge = -1
orbital gap = 7.8 eV
ΔE to the lowest compared entry with this formula, charge and spin = 0.030 eV
E = -56181.21828 eV



6.
A gas-phase ion, C6H12NS (charge +1) in a non-equilibrium geometry. Source: the Open Molecules 2025 dataset; level of theory: the ωB97M-V functional and the def2-TZVPD basis.

Cartesian coordinates (Å):
1 C 2.34 1.10 -0.71
2 C 1.33 0.38 -0.12
3 C -0.61 -0.79 -1.08
4 C -1.79 -1.26 -0.14
5 C -1.88 1.23 0.81
6 C 1.45 -0.42 1.10
7 N 0.08 0.40 -0.76
8 S -3.01 0.16 0.17
9 H 2.52 1.74 -1.53
10 H 3.32 0.99 -0.29
11 H 0.16 -1.66 -1.10
12 H -1.06 -0.93 -2.04
13 H -2.40 -2.07 -0.46
14 H -1.43 -1.53 0.90
15 H -1.09 0.99 1.46
16 H -2.23 2.33 0.77
17 H 2.15 -1.20 0.88
18 H 0.48 -0.81 1.56
19 H 1.84 0.22 1.97
20 H -0.18 1.14 -1.41

Calculated values
E_HOMO (alpha / beta) = -12.3 / -12.3 eV
LUMO (alpha / beta) = -0.218 / -0.218 Eh
net charge = +1
orbital gap (alpha / beta) = 6.3 / 6.3 eV
ΔE to the lowest compared entry with this formula, charge and spin = 3.396 eV
E = -18731.85791 eV



7.
5 unconnected molecules or ions with the total composition C5H13Cl4N3O6 in a non-equilibrium geometry. Source: the Open Molecules 2025 dataset; level of theory: the ωB97M-V functional and the def2-TZVPD basis.

Cartesian coordinates (Å):
1 C 12.51 6.77 20.15
2 N 11.67 5.82 20.92
3 O 12.18 4.73 21.29
4 O 10.48 6.19 21.15
5 H 11.91 7.62 19.82
6 H 13.08 6.26 19.38
7 H 13.29 7.07 20.86
8 C 11.64 4.64 23.82
9 N 12.10 3.37 23.16
10 O 11.30 2.52 22.85
11 O 13.29 3.16 23.13
12 H 12.03 5.50 23.26
13 H 12.08 4.50 24.80
14 H 10.56 4.67 23.94
15 C 10.00 1.00 23.34
16 N 9.08 0.01 23.89
17 O 9.30 -0.35 25.03
18 O 8.09 -0.19 23.21
19 H 10.27 1.71 24.13
20 H 9.51 1.43 22.47
21 H 10.92 0.52 23.01
22 C 13.98 4.75 25.76
23 Cl 12.52 5.65 26.31
24 Cl 14.79 5.73 24.56
25 H 14.49 4.40 26.66
26 H 13.64 3.88 25.19
27 C 8.38 3.40 24.21
28 Cl 8.40 3.21 22.39
29 Cl 7.74 2.01 25.14
30 H 9.42 3.52 24.52
31 H 7.72 4.25 24.39

Calculated values
E_HOMO = -10.3 eV
LUMO = -0.032 Eh
SMILES = C[N+](=O)[O-].C[N+](=O)[O-].C[N+](=O)[O-].ClCCl.ClCCl
net charge = 0
orbital gap = 9.4 eV
ΔE to the lowest compared entry with this formula, charge and spin = 3.058 eV
E = -72228.89592 eV



8.
A single CN2O4S molecule in a non-equilibrium geometry. Source: the Open Molecules 2025 dataset; level of theory: the ωB97M-V functional and the def2-TZVPD basis.

Cartesian coordinates (Å):
1 C -0.37 1.94 -0.75
2 N -0.04 1.04 -0.05
3 N 1.42 -1.26 0.11
4 O -0.60 2.96 -1.21
5 O -1.05 -1.21 -0.80
6 O -0.63 -0.71 1.60
7 O 1.54 -2.19 0.82
8 S -0.27 -0.58 0.27

Calculated values
E_HOMO = -10.6 eV
LUMO = -0.064 Eh
SMILES = O=C=NS(=O)(=O)N=O
net charge = 0
orbital gap = 8.8 eV
ΔE to the lowest compared entry with this formula, charge and spin = 0.000 eV
E = -23038.46189 eV